(1)
Here is a structure of composition C46H40BrN5O2S3Tc from the Open Molecules 2025 dataset. Energies are from the ωB97M-V functional and the def2-TZVPD basis.

Last column: Mulliken charge in e.
Cartesian coordinates (Å):
Tc -0.04 -0.24 0.00  0.3317
C -3.68 6.56 -2.72  -1.6140
C -4.61 5.41 -2.29  1.7298
C -5.61 5.15 -3.41  -2.0241
C -5.38 5.83 -1.02  -1.5918
C -3.76 4.19 -1.96  -0.5040
C -2.80 4.26 -0.97  0.0014
C -2.02 3.18 -0.65  0.2055
Br -0.75 3.46 0.71  -0.0869
C -2.15 1.91 -1.31  0.1639
O -1.39 0.87 -0.97  -0.4462
C -3.16 1.83 -2.34  -0.4785
C -3.90 2.97 -2.61  -0.6817
C -3.54 0.63 -3.24  2.3824
C -2.77 -0.66 -3.02  -2.5821
C -5.02 0.31 -3.00  -1.7444
C -3.31 1.03 -4.70  -1.7365
H -4.27 7.44 -2.94  0.4532
H -3.12 6.29 -3.61  0.3781
H -2.97 6.83 -1.93  0.3328
H -6.18 6.05 -3.60  0.4437
H -6.32 4.36 -3.14  0.3990
H -5.11 4.87 -4.34  0.3892
H -5.99 6.71 -1.24  0.4583
H -4.71 6.08 -0.20  0.3282
H -6.05 5.03 -0.69  0.3640
H -2.63 5.18 -0.43  0.4969
H -4.65 2.91 -3.39  0.3194
H -2.93 -1.05 -2.01  0.3580
H -1.71 -0.54 -3.19  0.4226
H -3.15 -1.41 -3.73  0.6941
H -5.20 0.03 -1.96  0.3729
H -5.32 -0.53 -3.64  0.4774
H -5.67 1.15 -3.25  0.3414
H -2.26 1.26 -4.89  0.3943
H -3.90 1.91 -4.99  0.3250
H -3.60 0.21 -5.36  0.4685
S -4.43 2.66 2.38  0.0731
C -5.66 3.26 3.41  -0.3941
C -5.52 2.80 4.69  -0.7684
C -4.40 1.95 4.84  -0.4894
C -3.70 1.77 3.68  0.4545
C -2.50 0.97 3.46  0.5230
C -1.98 0.81 2.16  -0.2295
N -0.89 0.12 1.89  0.8290
C -0.24 -0.51 2.90  -0.2119
C -0.67 -0.42 4.23  0.5100
C 0.10 -1.11 5.23  -1.2007
C 1.19 -1.83 4.91  -1.1746
C 1.63 -1.95 3.54  0.4135
C 2.77 -2.66 3.14  -0.9167
C 3.15 -2.69 1.81  0.7138
C 2.31 -2.02 0.89  -0.3359
N 1.22 -1.36 1.24  1.0698
C 0.89 -1.29 2.56  -0.6339
C 4.34 -3.37 1.34  0.3613
C 4.92 -3.30 0.09  -0.2826
C 6.10 -4.08 -0.02  -0.6367
C 6.40 -4.73 1.14  -0.3684
S 5.26 -4.40 2.37  -0.1785
C -1.81 0.35 4.50  -0.7721
H -6.42 3.91 3.02  0.4644
H -6.19 3.07 5.49  0.4297
H -4.13 1.50 5.78  0.3823
H -2.49 1.26 1.32  0.0318
H -0.22 -1.03 6.27  0.4926
H 1.76 -2.34 5.68  0.4927
H 3.37 -3.16 3.89  0.5042
H 2.56 -2.02 -0.17  0.0130
H 4.55 -2.69 -0.72  0.4880
H 6.70 -4.15 -0.91  0.3997
H 7.23 -5.39 1.34  0.4532
H -2.15 0.45 5.52  0.4650
C -2.66 -3.80 0.52  -1.0596
C -2.06 -2.55 0.69  -0.3819
N -1.15 -2.08 -0.15  1.4928
C -0.76 -2.85 -1.20  -0.1824
C -1.31 -4.12 -1.44  0.9698
C -2.28 -4.59 -0.54  -0.9027
C -0.88 -4.86 -2.58  -1.0299
C 0.04 -4.35 -3.43  -1.0758
C 0.60 -3.05 -3.21  0.9193
C 1.54 -2.46 -4.08  -0.7987
C 2.03 -1.21 -3.80  -1.2659
C 1.60 -0.56 -2.64  -0.5890
N 0.71 -1.08 -1.80  1.6522
C 0.21 -2.32 -2.09  0.0667
H -3.40 -4.12 1.23  0.5147
H -2.35 -1.90 1.51  0.3902
H -2.73 -5.56 -0.69  0.5029
H -1.30 -5.84 -2.75  0.4830
H 0.36 -4.91 -4.30  0.4830
H 1.87 -3.00 -4.96  0.5314
H 2.75 -0.73 -4.44  0.5029
H 1.99 0.42 -2.39  0.5127
O 3.84 0.67 -0.35  -0.4388
S 2.78 1.61 -0.01  0.2699
N 1.39 1.03 0.08  -0.0799

As for the molar mass: 969.0 g mol⁻¹. As for the expectation value of S²: 1.10. Its spin multiplicity is 2. As for the LUMO energy (spin up / spin down): -7.52 / -7.04 eV. Its HOMO energy (spin up / spin down) is -0.45889 / -0.46520 Ha. As for the total charge: +2. For the HOMO-LUMO gap (spin up / spin down), the calculation gives 4.97 / 5.62 eV. As for the largest force on an atom: 2.71 eV/Å.



(2)
Here is a cluster of 2 separate species, CH3FNO2S in total from the Open Molecules 2025 dataset. Energies are from the ωB97M-V functional and the def2-TZVPD basis.

Last column: Mulliken charge in e.
Cartesian coordinates (Å):
C -0.14 -2.54 -0.94  -0.0846
N -0.17 1.27 -0.26  -0.5933
O 1.94 1.00 -1.86  -0.6027
O 1.94 0.21 0.54  -0.6050
F 0.66 -3.15 -1.95  -0.1733
S 1.25 0.29 -0.78  0.4442
H 0.22 -2.69 0.08  0.1471
H 0.00 2.26 -0.13  0.2097
H -0.50 0.91 0.62  0.2577

As for the molar mass: 112.1 g mol⁻¹. As for the LUMO energy (spin up / spin down): 3.28 / 3.27 eV. Its HOMO energy (spin up / spin down) is -0.13448 / -0.13445 Ha. As for the energy above the lowest of the compared OMol25 structures with the same formula, charge and spin: 420.85 kJ/mol. As for the total charge: -1. For the HOMO-LUMO gap (spin up / spin down), the calculation gives 6.94 / 6.93 eV. As for the largest force on an atom: 3.29 eV/Å.



(3)
Here is an isolated molecule of C14H18N2O6 from the Open Molecules 2025 dataset. Energies are from the ωB97M-V functional and the def2-TZVPD basis.

Last column: Mulliken charge in e.
Cartesian coordinates (Å):
N -0.15 -1.88 -1.59  -0.6994
C -0.50 -0.84 -0.52  0.6785
C -1.98 -0.43 -0.37  -1.2682
C -2.85 -1.58 0.11  -0.3510
C -4.33 -1.45 0.08  0.2102
O -5.16 -2.11 0.63  -0.5593
O -4.67 -0.47 -0.80  -0.4414
C 0.09 -1.24 0.91  -0.0345
O -0.63 -1.41 1.90  -0.6723
N 1.46 -1.54 0.97  0.0779
C 2.36 -0.85 0.14  0.4126
C 2.80 0.61 0.57  -1.5623
C 1.70 1.52 0.35  0.1802
C 1.41 2.10 -0.87  -0.2678
C 0.46 3.09 -0.98  -0.7530
C -0.38 3.30 0.11  0.9803
O -1.36 4.23 -0.07  -0.5332
C -0.26 2.64 1.37  -0.9178
C 0.78 1.72 1.38  -0.0766
C 3.59 -1.64 -0.30  0.3491
O 4.74 -1.11 -0.33  -0.5767
O 3.44 -3.01 -0.26  -0.5252
H 0.84 -1.72 -1.78  0.4204
H -0.12 -2.82 -1.08  0.3717
H -0.03 0.04 -0.91  0.0496
H -2.28 0.00 -1.23  0.8387
H -2.17 0.37 0.33  0.3996
H -2.56 -2.29 -0.70  0.2361
H -2.48 -2.00 1.09  0.3056
H -5.63 -0.49 -0.75  0.3376
H 1.72 -1.78 1.89  0.2188
H 1.95 -0.64 -0.80  0.0569
H 3.78 0.78 0.03  0.4515
H 2.99 0.39 1.58  0.6499
H 2.07 1.83 -1.68  0.4399
H 0.30 3.41 -1.95  0.3608
H -1.31 4.52 -0.94  0.2589
H -1.06 2.76 2.15  0.3556
H 0.96 1.23 2.39  0.1900
H 2.48 -3.24 -0.07  0.4083

As for the SMILES: N[C@@H](CCC(=O)O)C(=O)N[C@@H](Cc1ccc(O)cc1)C(=O)O. As for the molar mass: 310.3 g mol⁻¹. As for the LUMO energy: 0.23 eV. Its HOMO energy is -0.32423 Ha. As for the energy above the lowest of the compared OMol25 structures with the same formula, charge and spin: 229.88 kJ/mol. For the HOMO-LUMO gap, the calculation gives 9.05 eV. As for the largest force on an atom: 4.96 eV/Å.



(4)
Here is an isolated molecule of C4H7NO from the Open Molecules 2025 dataset. Energies are from the ωB97M-V functional and the def2-TZVPD basis.

Last column: Mulliken charge in e.
Cartesian coordinates (Å):
H 0.05 1.96 -1.92  0.2587
N 0.26 0.96 -1.99  -0.5852
C 0.01 0.22 -1.05  0.1473
C -0.54 -0.29 0.20  0.1946
C -0.48 1.08 1.12  -1.2162
C 0.66 -1.09 0.00  -0.2399
O 0.49 -2.48 -0.03  -0.5527
H -1.50 -0.79 0.13  0.3436
H 0.53 1.47 1.15  0.3474
H -1.19 1.84 0.77  0.3232
H -0.73 0.73 2.12  0.3313
H 1.63 -0.77 0.37  0.3222
H 0.81 -2.83 -0.87  0.3257

As for the SMILES: [H]/N=C1\[C@H](C)[C@H]1O. As for the molar mass: 85.1 g mol⁻¹. As for the LUMO energy: 0.90 eV. Its HOMO energy is -0.26950 Ha. As for the energy above the lowest of the compared OMol25 structures with the same formula, charge and spin: 456.28 kJ/mol. For the HOMO-LUMO gap, the calculation gives 8.24 eV. As for the largest force on an atom: 5.94 eV/Å.



(5)
Here is a structure of composition C18H47NO4Si2Tb from the Open Molecules 2025 dataset. Energies are from the ωB97M-V functional and the def2-TZVPD basis.

Last column: Mulliken charge in e.
Cartesian coordinates (Å):
O -0.52 -1.00 -3.52  0.1711
O 0.73 0.75 -5.01  0.3843
C 0.14 -2.26 -3.86  -0.4774
C -0.59 -3.47 -3.32  -1.4311
H 1.16 -2.17 -3.48  0.4393
H 0.21 -2.29 -4.96  0.4378
H -0.81 -3.39 -2.26  0.1996
H 0.07 -4.33 -3.48  0.4494
H -1.52 -3.64 -3.87  0.2882
C -1.79 -0.83 -4.22  0.2461
C -1.73 -1.13 -5.70  -1.5838
H -2.07 0.22 -4.04  0.1549
H -2.52 -1.49 -3.71  0.3501
H -1.04 -0.48 -6.24  0.1049
H -2.73 -0.97 -6.11  0.4743
H -1.48 -2.18 -5.89  0.4001
C 0.23 2.21 -4.79  0.0096
C 2.12 0.48 -5.61  0.3071
C -0.70 2.51 -5.93  -1.0464
H 1.13 2.83 -4.75  0.3968
H -0.27 2.18 -3.82  0.0420
H -0.17 2.43 -6.89  0.2588
H -1.08 3.53 -5.82  0.4554
H -1.56 1.83 -5.95  0.2302
C 2.02 0.74 -7.09  -1.3630
H 2.30 -0.56 -5.37  0.2129
H 2.83 1.13 -5.09  0.2180
H 1.25 0.13 -7.56  0.3097
H 2.98 0.46 -7.54  0.4409
H 1.83 1.79 -7.30  0.3339
H 0.58 0.18 -4.20  -0.0488
Tb -0.25 0.22 -0.38  0.3168
C 1.67 -0.14 -1.91  0.2153
Si 3.34 0.42 -1.30  0.1372
H 1.64 -1.24 -1.90  0.2275
H 1.56 0.16 -2.96  -0.6369
C 4.60 -0.62 -2.25  -1.1376
C 3.85 0.22 0.49  -1.0615
C 3.59 2.25 -1.65  -0.9901
C -1.93 -1.43 -0.47  -0.7818
Si -3.23 -0.12 -0.54  0.4551
H -1.94 -1.97 0.48  0.5674
H -2.12 -2.18 -1.28  0.0907
C -4.57 -0.68 -1.74  -1.1345
C -2.58 1.59 -1.06  -0.9165
C -4.10 0.13 1.10  -1.2085
H 3.02 2.57 -2.53  0.1753
H 4.65 2.45 -1.83  0.3437
H 3.27 2.84 -0.79  0.3601
H 4.42 -1.69 -2.09  0.3172
H 5.62 -0.40 -1.90  0.3547
H 4.56 -0.43 -3.33  0.2605
H 3.60 -0.77 0.90  0.2285
H 3.46 0.99 1.17  0.3052
H 4.95 0.31 0.51  0.3992
H -2.95 1.75 -2.09  0.4073
H -1.50 1.90 -1.07  0.2658
H -3.09 2.32 -0.41  0.4722
H -5.04 0.68 0.94  0.3253
H -3.48 0.69 1.82  0.3410
H -4.33 -0.86 1.52  0.3225
H -5.51 -0.17 -1.50  0.3940
H -4.70 -1.76 -1.59  0.3184
H -4.31 -0.49 -2.79  0.2993
N 0.14 -0.87 1.80  -0.4272
C 1.08 -0.07 2.64  -0.3494
C 1.08 1.40 2.19  0.4756
O 1.79 2.19 2.79  -0.6396
O 0.31 1.66 1.14  -0.5557
H -0.76 -0.89 2.28  0.2834
H 0.43 -1.86 1.80  0.2476
H 0.78 -0.09 3.71  0.3491
H 2.09 -0.51 2.59  0.2186

As for the molar mass: 556.7 g mol⁻¹. As for the expectation value of S²: 12.60. Its spin multiplicity is 7. As for the LUMO energy (spin up / spin down): -2.51 / -2.32 eV. Its HOMO energy (spin up / spin down) is -0.38763 / -0.39164 Ha. As for the energy above the lowest of the compared OMol25 structures with the same formula, charge and spin: 204.47 kJ/mol. As for the total charge: +1. For the HOMO-LUMO gap (spin up / spin down), the calculation gives 8.04 / 8.34 eV. As for the largest force on an atom: 1.98 eV/Å.



(6)
Here is a structure of composition C4H3AgLiO2 from the Open Molecules 2025 dataset. Energies are from the ωB97M-V functional and the def2-TZVPD basis.

Last column: Mulliken charge in e.
Cartesian coordinates (Å):
O -1.15 -0.53 1.98  -0.7228
C -1.63 -0.28 0.86  1.0150
C -1.42 0.12 -0.36  -1.2326
C 0.85 1.08 -0.78  -0.6156
C 1.51 0.07 -0.07  0.2440
O 1.80 -1.10 0.30  -0.6940
Ag -0.43 -1.95 -0.76  0.3516
H -2.08 0.45 -1.15  0.3511
H 0.89 2.09 -0.37  0.2414
H 0.98 1.05 -1.87  0.2687
Li 0.68 -1.00 2.22  0.7934

As for the molar mass: 197.9 g mol⁻¹. As for the expectation value of S²: 0.76. Its spin multiplicity is 2. As for the LUMO energy (spin up / spin down): -0.81 / -1.01 eV. Its HOMO energy (spin up / spin down) is -0.19704 / -0.25593 Ha. As for the energy above the lowest of the compared OMol25 structures with the same formula, charge and spin: 23.04 kJ/mol. For the HOMO-LUMO gap (spin up / spin down), the calculation gives 4.55 / 5.95 eV. As for the largest force on an atom: 3.76 eV/Å.